1.
A molecular structure, C16H18Cl2FN3O3S in a non-equilibrium geometry, computed with ωB97M-V/def2-TZVPD.

## Properties
- LUMO level: 0.1 eV
- Largest force on an atom: 0.321 Eh/bohr
- Highest occupied orbital energy: -9.23 eV
- Energy relative to the best compared isomer or geometry (same formula, charge and spin): 426.0 kcal per mole
- DFT total energy: -66075.99775 eV

Each line ends with the Löwdin charge.
Positions of all 44 atoms, in Å:
C: -0.084 -1.104 -2.357  0.02
C: -0.913 -0.741 -1.347  -0.31
N: -1.978 -1.369 -1.115  0.17
N: -2.747 -0.898 -0.125  -0.01
C: -2.167 0.097 0.118  -0.54
C: -1.091 0.314 -0.442  -0.21
C: -0.202 1.408 -0.226  -0.25
O: -0.509 2.709 -0.464  -0.05
N: 1.182 1.288 -0.510  -0.02
C: 1.847 -0.050 -0.224  -0.28
C: 2.774 -0.238 -1.030  -0.06
C: 3.341 -1.564 -0.952  0.01
C: 3.051 -2.656 0.081  -0.70
C: 2.040 -1.977 1.087  0.02
C: 1.425 -0.846 0.718  -0.13
F: 0.409 -0.466 1.830  -0.04
H: 1.732 -2.840 1.928  0.18
Cl: 3.737 -4.058 0.520  0.77
H: 4.347 -1.875 -1.564  0.15
H: 3.127 0.252 -1.733  0.06
S: 2.211 2.615 -0.120  0.65
O: 3.472 2.222 -0.042  -0.21
O: 1.887 3.240 1.305  -0.34
C: 1.866 3.861 -1.166  -0.13
H: 2.082 3.478 -2.526  0.22
H: 0.999 4.193 -1.241  -0.04
H: 2.660 4.424 -1.209  0.00
Cl: -2.734 1.424 1.486  0.57
C: -4.116 -1.439 0.516  0.04
H: -4.007 -1.330 1.563  0.10
H: -4.038 -2.351 0.090  0.08
C: -5.291 -0.719 -0.326  -0.49
C: -5.310 -0.918 -1.679  -0.08
H: -6.185 -0.527 -2.161  0.12
H: -4.452 -0.729 -2.190  0.07
H: -5.461 -1.815 -1.850  0.02
C: -6.497 -1.164 0.336  -0.10
H: -6.481 -0.926 1.837  0.20
H: -6.664 -2.200 0.402  0.04
H: -7.512 -0.548 0.185  0.12
H: -5.064 0.305 0.129  0.14
H: -0.836 -1.530 -2.988  0.12
H: 0.530 -1.836 -2.051  0.07
H: 0.306 -0.363 -2.816  0.05

2.
A molecular structure, C16H18Cl2NO4PS2Ta in a non-equilibrium geometry, computed with ωB97M-V/def2-TZVPD.

## Properties
- LUMO level (alpha / beta): -7.2 / -7.6 eV
- <S²>: 0.755
- Largest force on an atom: 0.033 Eh/bohr
- Highest occupied orbital energy (alpha / beta): -14.62 / -14.85 eV
- Energy relative to the best compared isomer or geometry (same formula, charge and spin): 5.7 kcal per mole
- DFT total energy: -84109.50024 eV
- Total charge: +2
- 2S+1: 2

Each line ends with the Löwdin charge.
Positions of all 45 atoms, in Å:
Ta: 0.494 -0.110 -0.319  1.32
C: 0.569 -4.969 2.994  -0.05
C: -0.527 -3.943 2.992  -0.20
O: 0.069 -2.642 2.588  -0.30
P: -0.745 -1.433 2.089  -0.08
S: 0.399 0.223 2.148  0.42
S: -1.258 -1.712 0.102  0.37
O: -2.009 -1.354 2.973  -0.28
C: -3.015 -0.277 2.930  -0.23
C: -4.386 -0.883 2.824  -0.05
H: 0.148 -5.921 3.316  0.10
H: 1.360 -4.690 3.688  0.09
H: 0.995 -5.096 2.000  0.09
H: -0.958 -3.794 3.979  0.13
H: -1.320 -4.186 2.284  0.12
H: -2.794 0.385 2.090  0.09
H: -2.886 0.278 3.856  0.13
H: -4.505 -1.448 1.899  0.09
H: -5.122 -0.079 2.839  0.10
H: -4.586 -1.543 3.668  0.09
Cl: 5.160 0.901 -6.010  0.77
C: 3.923 0.570 -4.869  -0.64
C: 2.656 0.181 -5.305  -0.02
C: 1.637 -0.084 -4.397  0.04
C: 1.890 0.066 -3.057  -0.26
O: 0.936 -0.148 -2.112  -0.25
C: 3.145 0.482 -2.596  -0.12
C: 3.381 0.729 -1.201  -0.08
O: 2.547 0.640 -0.269  -0.16
C: 4.173 0.710 -3.518  -0.01
H: 2.462 0.101 -6.366  0.13
H: 0.656 -0.390 -4.735  0.14
H: 4.390 1.047 -0.924  0.16
H: 5.154 1.017 -3.176  0.13
Cl: -3.979 3.275 -0.740  0.78
C: -2.290 3.270 -0.464  -0.63
C: -1.599 4.433 -0.153  -0.02
C: -0.241 4.353 0.108  0.00
C: 0.393 3.130 0.037  -0.10
N: -0.273 2.017 -0.304  -0.13
C: -1.592 2.081 -0.552  -0.16
H: -2.120 5.381 -0.115  0.13
H: 0.325 5.237 0.365  0.13
H: 1.447 3.024 0.255  0.12
H: -2.104 1.172 -0.842  0.10

3.
A molecular structure, C16H18Cl3N5O2V, computed with ωB97M-V/def2-TZVPD.

## Properties
- LUMO level (alpha / beta): -9.1 / -8.5 eV
- <S²>: 0.764
- Largest force on an atom: 0.013 Eh/bohr
- Highest occupied orbital energy (alpha / beta): -15.31 / -15.32 eV
- Energy relative to the best compared isomer or geometry (same formula, charge and spin): 18.8 kcal per mole
- DFT total energy: -91669.97418 eV
- Total charge: +2
- 2S+1: 2

Each line ends with the Löwdin charge.
Positions of all 45 atoms, in Å:
V: 1.943 0.353 -0.090  0.61
O: 4.960 1.661 1.798  0.27
C: 3.827 1.469 1.574  -0.41
O: 3.341 1.288 0.257  -0.24
C: 2.646 1.378 2.478  -0.18
C: 2.784 1.476 3.854  0.07
C: 1.640 1.391 4.607  0.07
C: 0.386 1.335 3.975  -0.11
C: -0.819 1.382 4.716  0.01
C: -2.020 1.466 4.080  -0.02
C: -2.064 1.542 2.671  -0.02
C: -0.924 1.455 1.921  -0.03
C: 0.329 1.304 2.551  -0.16
N: 1.494 1.220 1.835  0.07
H: 3.769 1.596 4.283  0.15
H: 1.689 1.412 5.689  0.15
H: -0.761 1.382 5.797  0.13
H: -2.940 1.521 4.646  0.13
H: -3.016 1.701 2.182  0.12
H: -0.970 1.596 0.852  0.10
Cl: 3.030 -0.230 -2.318  0.64
C: 3.326 1.413 -3.013  -0.84
Cl: 2.134 2.543 -2.397  0.63
H: 3.233 1.314 -4.089  0.06
H: 4.322 1.704 -2.699  0.06
Cl: 2.606 -1.580 0.611  0.30
C: -1.406 -1.954 -4.251  -0.06
C: -2.505 -2.241 -3.235  -0.40
C: -2.210 -3.487 -2.406  -0.06
C: -2.802 -1.024 -2.348  -0.07
N: -1.624 -0.620 -1.563  -0.04
C: -1.176 -1.118 -0.397  -0.03
N: -0.058 -0.491 -0.118  -0.04
N: 0.141 0.356 -1.123  -0.15
N: -0.780 0.301 -2.009  0.18
H: -1.307 -2.798 -4.932  0.10
H: -0.434 -1.817 -3.768  0.07
H: -1.624 -1.066 -4.846  0.09
H: -3.441 -2.400 -3.777  0.15
H: -1.246 -3.414 -1.892  0.07
H: -2.145 -4.360 -3.054  0.10
H: -2.993 -3.680 -1.670  0.09
H: -3.590 -1.244 -1.630  0.14
H: -3.082 -0.154 -2.939  0.14
H: -1.662 -1.882 0.187  0.17

4.
A single C16H18ClFN2O4S molecule in a non-equilibrium geometry, computed with ωB97M-V/def2-TZVPD.

## Properties
- LUMO level: 0.4 eV
- Largest force on an atom: 0.024 Eh/bohr
- Highest occupied orbital energy: -8.37 eV
- Energy relative to the best compared isomer or geometry (same formula, charge and spin): 3.5 kcal per mole
- DFT total energy: -54129.86130 eV
- SMILES: CCOC(=O)c1c(S(=O)(=O)Nc2ccc(F)cc2Cl)c(C)n(C)c1C

Each line ends with the Löwdin charge.
Positions of all 43 atoms, in Å:
C: -2.659 -3.189 -1.695  -0.05
C: -2.409 -2.460 -0.382  -0.21
O: -1.089 -1.925 -0.337  -0.01
C: -0.904 -0.681 -0.758  -0.46
O: -1.770 0.017 -1.241  0.11
C: 0.494 -0.263 -0.595  -0.08
C: 1.401 -0.613 0.447  -0.17
S: 0.956 -1.193 2.060  0.70
O: -0.077 -2.173 2.078  -0.26
O: 2.139 -1.446 2.828  -0.29
N: 0.311 0.252 2.691  -0.06
C: -0.834 0.753 2.080  -0.34
C: -2.031 0.048 2.183  -0.01
C: -3.188 0.528 1.600  0.00
C: -3.146 1.724 0.906  -0.28
F: -4.273 2.208 0.354  0.07
C: -1.976 2.449 0.771  -0.02
C: -0.829 1.946 1.353  -0.58
Cl: 0.655 2.812 1.171  0.76
C: 2.601 0.001 0.165  -0.26
C: 3.877 0.011 0.923  -0.01
N: 2.466 0.660 -1.024  -0.05
C: 3.510 1.422 -1.652  0.00
C: 1.190 0.533 -1.484  -0.21
C: 0.709 1.169 -2.736  0.00
H: -1.913 -3.967 -1.840  0.08
H: -2.606 -2.488 -2.525  0.08
H: -3.647 -3.642 -1.680  0.08
H: -2.462 -3.141 0.469  0.13
H: -3.127 -1.642 -0.260  0.11
H: 1.056 0.934 2.771  0.08
H: -2.020 -0.888 2.716  0.12
H: -4.118 -0.011 1.681  0.12
H: -1.965 3.368 0.209  0.12
H: 3.738 -0.524 1.857  0.06
H: 4.669 -0.478 0.356  0.09
H: 4.190 1.034 1.133  0.09
H: 3.276 1.569 -2.704  0.09
H: 4.458 0.892 -1.572  0.10
H: 3.614 2.400 -1.174  0.10
H: -0.359 0.994 -2.824  0.08
H: 0.882 2.245 -2.711  0.09
H: 1.210 0.756 -3.611  0.09

5.
A single C16H18ClN3OS2 molecule in a non-equilibrium geometry, computed with ωB97M-V/def2-TZVPD.

## Properties
- LUMO level: 0.4 eV
- Largest force on an atom: 0.099 Eh/bohr
- Highest occupied orbital energy: -8.55 eV
- Energy relative to the best compared isomer or geometry (same formula, charge and spin): 91.5 kcal per mole
- DFT total energy: -57591.69438 eV

Each line ends with the Löwdin charge.
Positions of all 41 atoms, in Å:
O: -4.264 4.578 1.255  -0.54
Cl: 3.120 -3.529 1.262  0.73
N: 0.768 0.618 -0.161  0.16
S: 1.830 -1.760 -4.640  0.86
C: 0.643 -0.246 0.749  -0.44
C: -0.536 3.759 2.844  -0.08
C: 3.243 -3.731 -1.351  -0.12
C: 2.956 -3.433 -2.649  -0.13
C: 1.382 -1.756 -1.884  0.02
C: 0.105 2.616 2.555  -0.03
C: -1.859 3.936 2.451  -0.07
C: -1.745 1.651 1.458  0.03
C: 2.620 -3.049 -0.295  -0.61
C: 2.119 -2.398 -3.035  -0.54
C: 1.547 -2.177 -0.527  -0.25
C: -0.478 1.449 1.997  -0.31
C: -2.470 2.899 1.778  -0.41
N: 0.933 -1.591 0.572  0.11
N: 0.166 0.269 1.927  -0.10
S: -4.106 3.102 1.298  0.90
C: 0.528 -2.957 -5.131  -0.38
C: 0.514 -0.375 3.197  -0.02
C: -4.021 2.629 -0.504  -0.22
H: 0.616 1.590 0.104  0.06
H: 0.061 4.512 3.300  0.11
H: 4.204 -4.179 -1.171  0.10
H: 3.535 -3.895 -3.373  0.09
H: 0.728 -0.968 -2.181  0.07
H: 1.082 2.444 2.984  0.12
H: -2.408 4.889 2.593  0.12
H: -2.248 0.927 0.764  0.12
H: 1.085 -2.017 1.466  0.07
H: -0.083 -3.435 -4.358  0.05
H: 1.010 -3.863 -5.622  0.06
H: -0.109 -2.485 -5.796  -0.01
H: -0.012 0.100 4.049  0.10
H: -0.003 -1.332 3.068  0.09
H: 1.624 -0.367 3.426  0.11
H: -3.193 3.166 -0.982  0.07
H: -5.026 2.871 -0.891  0.05
H: -3.859 1.537 -0.548  0.04

6.
A molecular structure, C16H18ClN5 in a non-equilibrium geometry, computed with ωB97M-V/def2-TZVPD.

## Properties
- LUMO level: 0.3 eV
- Largest force on an atom: 0.312 Eh/bohr
- Highest occupied orbital energy: -7.84 eV
- Energy relative to the best compared isomer or geometry (same formula, charge and spin): 310.5 kcal per mole
- DFT total energy: -36844.44385 eV

Each line ends with the Löwdin charge.
Positions of all 40 atoms, in Å:
C: -5.845 0.875 -0.468  -0.08
C: -4.575 0.124 0.083  -0.29
H: -4.901 -0.262 0.981  0.10
H: -4.329 -0.677 -0.626  0.15
C: -3.511 0.872 0.243  -0.34
N: -2.442 0.163 0.819  0.15
C: -1.433 -0.117 0.126  -0.09
N: -1.325 0.613 -1.364  0.11
C: -0.320 0.391 -2.130  -0.21
N: 0.827 -0.434 -1.823  0.13
C: 0.702 -0.775 -0.592  -0.43
N: 1.564 -1.718 -0.178  -0.07
N: 1.323 -2.384 1.042  0.10
C: 0.171 -1.546 1.462  0.00
C: -0.283 -0.845 0.216  -0.18
H: -0.404 -1.850 2.490  0.13
C: 2.964 -2.382 -0.594  0.02
C: 3.943 -1.222 -0.315  -0.09
C: 5.028 -1.218 0.545  -0.15
C: 5.832 -0.291 0.974  -0.08
C: 5.798 0.814 0.003  -0.57
C: 4.784 1.092 -0.752  -0.20
C: 3.967 0.116 -1.091  -0.03
H: 3.162 0.183 -1.742  0.06
H: 4.896 2.075 -1.732  0.23
Cl: 7.098 2.078 0.386  0.52
H: 6.608 -0.646 1.633  0.12
H: 4.964 -2.063 1.174  0.10
H: 3.126 -3.203 -0.068  0.06
H: 2.811 -2.394 -1.650  0.10
H: -0.288 0.980 -3.042  0.10
H: -2.454 -0.261 1.523  0.03
C: -3.804 2.084 1.534  0.05
H: -4.644 2.600 1.192  0.03
H: -2.978 2.559 1.747  0.00
H: -4.111 1.723 2.452  0.04
H: -3.217 1.587 -0.687  0.19
H: -6.678 0.191 -0.566  0.05
H: -5.585 1.440 -1.431  0.09
H: -6.441 1.728 0.229  0.13

- What is the DFT total energy in the fifth record?
  -57591.69438 eV

- Number 2 is which compound?
  C16H18Cl2NO4PS2Ta

Please write out number 2 again, unchanged.
A molecular structure, C16H18Cl2NO4PS2Ta in a non-equilibrium geometry, computed with ωB97M-V/def2-TZVPD.

## Properties
- LUMO level (alpha / beta): -7.2 / -7.6 eV
- <S²>: 0.755
- Largest force on an atom: 0.033 Eh/bohr
- Highest occupied orbital energy (alpha / beta): -14.62 / -14.85 eV
- Energy relative to the best compared isomer or geometry (same formula, charge and spin): 5.7 kcal per mole
- DFT total energy: -84109.50024 eV
- Total charge: +2
- 2S+1: 2

Each line ends with the Löwdin charge.
Positions of all 45 atoms, in Å:
Ta: 0.494 -0.110 -0.319  1.32
C: 0.569 -4.969 2.994  -0.05
C: -0.527 -3.943 2.992  -0.20
O: 0.069 -2.642 2.588  -0.30
P: -0.745 -1.433 2.089  -0.08
S: 0.399 0.223 2.148  0.42
S: -1.258 -1.712 0.102  0.37
O: -2.009 -1.354 2.973  -0.28
C: -3.015 -0.277 2.930  -0.23
C: -4.386 -0.883 2.824  -0.05
H: 0.148 -5.921 3.316  0.10
H: 1.360 -4.690 3.688  0.09
H: 0.995 -5.096 2.000  0.09
H: -0.958 -3.794 3.979  0.13
H: -1.320 -4.186 2.284  0.12
H: -2.794 0.385 2.090  0.09
H: -2.886 0.278 3.856  0.13
H: -4.505 -1.448 1.899  0.09
H: -5.122 -0.079 2.839  0.10
H: -4.586 -1.543 3.668  0.09
Cl: 5.160 0.901 -6.010  0.77
C: 3.923 0.570 -4.869  -0.64
C: 2.656 0.181 -5.305  -0.02
C: 1.637 -0.084 -4.397  0.04
C: 1.890 0.066 -3.057  -0.26
O: 0.936 -0.148 -2.112  -0.25
C: 3.145 0.482 -2.596  -0.12
C: 3.381 0.729 -1.201  -0.08
O: 2.547 0.640 -0.269  -0.16
C: 4.173 0.710 -3.518  -0.01
H: 2.462 0.101 -6.366  0.13
H: 0.656 -0.390 -4.735  0.14
H: 4.390 1.047 -0.924  0.16
H: 5.154 1.017 -3.176  0.13
Cl: -3.979 3.275 -0.740  0.78
C: -2.290 3.270 -0.464  -0.63
C: -1.599 4.433 -0.153  -0.02
C: -0.241 4.353 0.108  0.00
C: 0.393 3.130 0.037  -0.10
N: -0.273 2.017 -0.304  -0.13
C: -1.592 2.081 -0.552  -0.16
H: -2.120 5.381 -0.115  0.13
H: 0.325 5.237 0.365  0.13
H: 1.447 3.024 0.255  0.12
H: -2.104 1.172 -0.842  0.10